C5H8O as an isolated structure in a non-equilibrium geometry. Source: the Open Molecules 2025 dataset; level of theory: the ωB97M-V functional and the def2-TZVPD basis.

```
14
Properties=species:S:1:pos:R:3:forces:R:3
O 0.7449 -0.2226 1.4006 0.2575 0.0587 -0.1320
C 0.6665 -0.9459 0.1634 0.5253 1.8756 -1.9198
C -1.1508 0.4493 0.1959 -0.1810 0.1357 0.0738
C -0.8317 -1.0453 -0.1209 0.1869 0.0565 -0.2507
C 1.1114 0.4584 -0.5781 -0.4987 0.2236 0.1396
C 0.2675 0.8887 0.5847 -0.3270 0.9775 0.2792
H 2.1894 0.6590 -0.4263 -0.5835 -0.3522 0.0469
H 0.4176 1.8568 1.0449 -0.2324 0.2321 0.2899
H 0.8370 0.6553 -1.6228 -0.2566 0.0032 0.3811
H 1.5252 -1.2782 -0.3585 0.6995 -3.2780 1.0504
H -1.8328 0.5850 1.0352 -0.0527 -0.1294 -0.0937
H -1.4199 -1.7228 0.5141 0.5991 0.0708 -0.0575
H -1.5291 0.9978 -0.6726 0.0258 -0.0192 0.1906
H -0.9952 -1.3356 -1.1595 -0.1622 0.1452 0.0022
```
Positions in Å, forces in eV/Å.

Summary:
energy above the lowest of the compared OMol25 structures with the same formula, charge and spin	3.069	eV
Kohn-Sham gap	10.546	eV

=====

A single C5H8O molecule. Source: the Open Molecules 2025 dataset; level of theory: the ωB97M-V functional and the def2-TZVPD basis.

```
14
Properties=species:S:1:pos:R:3:forces:R:3
O -0.1062 -0.1675 -1.4104 0.0398 -0.0973 0.0215
C -1.4625 0.4196 0.3615 0.0805 -0.0141 0.0436
C 1.5167 -0.4135 0.3431 0.1362 -0.1168 -0.0057
C 0.6765 0.5664 -0.4745 0.1419 0.0517 0.2119
C -0.3506 1.1348 0.4809 -0.2042 -0.0744 0.0236
C -1.2099 -0.6555 -0.6721 -0.2489 -0.2021 0.0903
H -0.9350 -1.5828 -0.1212 -0.2578 0.1796 -0.3526
H -2.3500 0.4626 0.9815 0.1019 0.0500 -0.0654
H -0.0989 1.8472 1.2589 -0.1792 0.0910 -0.2266
H 2.2352 -0.9565 -0.2686 0.1188 0.1244 -0.0496
H 2.0270 0.0844 1.1733 -0.0137 -0.0816 -0.1337
H 0.8142 -1.1512 0.7541 0.3786 0.1705 0.1136
H 1.2566 1.3099 -1.0380 -0.0551 -0.2322 0.2349
H -2.0133 -0.8980 -1.3684 -0.0388 0.1513 0.0942
```
Positions in Å, forces in eV/Å.

Summary:
energy above the lowest of the compared OMol25 structures with the same formula, charge and spin	1.257	eV
Kohn-Sham gap	10.381	eV
SMILES string	C[C@@H]1C=CCO1

=====

C5H8O as an isolated structure. Source: the Open Molecules 2025 dataset; level of theory: the ωB97M-V functional and the def2-TZVPD basis.

```
14
Properties=species:S:1:pos:R:3:forces:R:3
O -0.4877 1.6980 0.1513 -0.0691 -0.1098 0.1710
C -1.0026 1.3621 -1.0792 -0.2396 -0.0242 -0.1636
C -0.0759 -2.0392 0.6154 -0.0074 0.0100 0.1608
C 0.8324 1.5950 -0.4789 0.3439 0.0325 0.0867
C 0.1287 1.2805 -1.7756 -0.2223 0.1811 0.0222
C -0.0975 -1.8483 1.9296 0.0040 -0.0384 -0.1582
H 1.4013 2.5264 -0.4099 -0.1938 -0.0683 0.0389
H 0.8201 -2.3786 0.1008 -0.1153 0.0533 0.0918
H 1.3632 0.7746 0.0116 0.0399 0.0821 -0.2001
H -0.9954 -1.5150 2.4440 0.1259 -0.0228 -0.1060
H -2.0645 1.2137 -1.2333 0.0683 0.1495 0.0701
H -0.9550 -1.8693 -0.0017 0.1283 0.0010 0.1044
H 0.3532 1.2223 -2.8227 0.2492 -0.2690 0.0013
H 0.7798 -2.0221 2.5485 -0.1122 0.0229 -0.1195
```
Positions in Å, forces in eV/Å.

Summary:
energy above the lowest of the compared OMol25 structures with the same formula, charge and spin	3.319	eV
Kohn-Sham gap	10.072	eV

=====

A single C5H8O molecule. Source: the Open Molecules 2025 dataset; level of theory: the ωB97M-V functional and the def2-TZVPD basis.

```
14
Properties=species:S:1:pos:R:3:forces:R:3
O -0.8047 1.5659 1.2990 -0.2818 -0.2207 -0.0131
C -0.7290 -0.8418 0.5854 0.0522 -0.0931 0.1371
C -0.0227 0.5119 0.7773 0.3237 -0.3012 -0.1922
C 0.1808 -1.6917 -0.2313 -0.1565 0.4075 -0.1496
C 0.8904 -0.6676 -1.0747 -0.0257 -0.0335 0.0368
C 0.4870 0.7598 -0.6430 -0.0312 0.0510 0.0125
H 0.8457 0.3368 1.4393 -0.2189 0.1717 -0.0609
H -1.5540 -0.6952 -0.1479 0.0472 -0.0399 0.1015
H -0.3556 1.1329 -1.2414 0.1610 -0.0391 0.0895
H 1.2905 1.4999 -0.6961 -0.0821 -0.1643 0.0036
H -1.1657 -1.3107 1.4742 0.1567 0.0517 -0.0969
H 0.5913 -0.9293 -2.1020 0.1355 0.0573 0.0502
H -1.6280 1.1836 1.6244 0.1189 0.2036 0.0299
H 1.9740 -0.8546 -1.0632 -0.1988 -0.0509 0.0516
```
Positions in Å, forces in eV/Å.

Summary:
energy above the lowest of the compared OMol25 structures with the same formula, charge and spin	3.780	eV
Kohn-Sham gap	8.657	eV

=====

A 2-piece molecular cluster, C5H8O overall in a non-equilibrium geometry. Source: the Open Molecules 2025 dataset; level of theory: the ωB97M-V functional and the def2-TZVPD basis.

```
14
Properties=species:S:1:pos:R:3:forces:R:3
O -1.6131 0.3775 1.4950 1.2836 0.9449 0.9342
C 0.4123 -1.4496 0.5332 1.3954 1.2292 -0.8454
C 0.0830 -1.1578 -0.9116 3.9787 -1.3358 1.4816
C -1.9737 0.7095 0.4128 -1.0508 -0.6644 -0.3516
C 0.9054 -0.3473 0.0366 -0.2583 -0.6546 0.0568
C 1.5495 0.9830 0.0611 -2.5439 1.2790 0.2107
H 0.5465 -2.2032 1.2712 -0.3940 -0.2589 0.4196
H -0.8341 -0.9227 -1.2074 -4.1387 1.1741 -1.0330
H -2.8095 0.2093 0.0341 -2.0300 -1.1322 -0.9187
H 2.1449 1.2684 -0.8431 -0.5978 -0.4193 0.8646
H -1.6570 1.3991 -0.3611 1.4162 1.0562 0.4117
H 0.6441 -1.6938 -1.6491 0.1752 -0.3475 -0.7118
H 2.0509 1.1713 1.0066 0.3477 0.0119 -0.1512
H 0.5509 1.6564 0.1216 2.4168 -0.8824 -0.3675
```
Positions in Å, forces in eV/Å.

Summary:
energy above the lowest of the compared OMol25 structures with the same formula, charge and spin	4.593	eV
Kohn-Sham gap	9.760	eV
SMILES string	CC1=CC1.C=O

=====

A single C5H8O molecule in a non-equilibrium geometry. Source: the Open Molecules 2025 dataset; level of theory: the ωB97M-V functional and the def2-TZVPD basis.

```
14
Properties=species:S:1:pos:R:3:forces:R:3
O -1.2974 1.7780 0.4841 0.2991 -0.1925 1.0971
C -2.0961 0.6417 0.2917 -0.5062 -0.2096 0.1805
C 1.1371 -1.3043 -0.4696 -0.2026 0.0238 -0.1384
C -0.7667 0.5821 -0.2888 0.1992 1.1408 0.7600
C 1.7348 -0.0078 -0.0243 0.1855 0.2294 0.0537
C 0.3034 -0.2951 0.3088 -0.1015 0.4101 0.1308
H 2.4556 -0.0004 0.7849 -0.0042 -0.0440 -0.1522
H -0.6455 1.2816 -1.1019 0.6066 -1.6854 -1.6499
H 0.9334 -1.4554 -1.5246 0.0349 0.1171 0.1011
H -2.9959 0.6808 -0.3193 0.0486 0.3226 0.0842
H 1.4608 -2.2088 0.0504 -0.3127 0.3259 -0.0951
H 0.0922 -0.6033 1.3339 -0.0169 0.2360 -0.2257
H 1.8809 0.7549 -0.7828 0.0999 -0.0896 0.1082
H -2.1966 0.1559 1.2577 -0.3295 -0.5845 -0.2543
```
Positions in Å, forces in eV/Å.

Summary:
energy above the lowest of the compared OMol25 structures with the same formula, charge and spin	3.052	eV
Kohn-Sham gap	11.135	eV
SMILES string	C1CC1[C@H]1CO1

=====

A 2-piece molecular cluster, C5H8O overall in a non-equilibrium geometry. Source: the Open Molecules 2025 dataset; level of theory: the ωB97M-V functional and the def2-TZVPD basis.

```
14
Properties=species:S:1:pos:R:3:forces:R:3
O 2.0042 0.9882 0.8029 0.3848 -0.4151 -0.0268
C 2.2303 -0.1639 0.5190 0.0584 0.3393 0.1209
C -0.4365 0.6086 -1.1231 -0.2363 0.3394 -0.2952
C -0.1734 -0.5783 -0.2232 -1.5013 -0.6241 -0.5735
C -1.6105 0.1010 -0.3789 -0.6914 1.4795 0.2751
C -0.9614 -0.0271 0.9445 -0.3840 0.1659 0.2907
H -0.1112 1.5929 -0.7976 0.5356 -0.2881 0.1235
H -0.8834 -1.3559 -0.6424 1.8683 -1.0223 0.1596
H -2.5708 -0.2554 -0.7323 0.4053 -0.4914 -0.0476
H 2.1358 -0.9876 1.2531 -0.0115 0.1597 -0.0353
H 2.5839 -0.4723 -0.4840 -0.0466 0.1221 0.1011
H -0.6622 0.9258 1.3724 0.5680 -0.2495 -0.0048
H -1.2611 -0.7799 1.6700 -0.4573 0.2627 -0.1105
H -0.2836 0.4039 -2.1803 -0.4921 0.2221 0.0227
```
Positions in Å, forces in eV/Å.

Summary:
energy above the lowest of the compared OMol25 structures with the same formula, charge and spin	4.728	eV
Kohn-Sham gap	10.024	eV
SMILES string	C1[C@H]2C[C@@H]12.C=O

=====

A single C5H8O molecule. Source: the Open Molecules 2025 dataset; level of theory: the ωB97M-V functional and the def2-TZVPD basis.

```
14
Properties=species:S:1:pos:R:3:forces:R:3
O -0.8402 -0.1234 1.1541 -0.1358 -0.0886 0.1608
C -1.5188 -0.2566 -0.1044 -0.4445 -0.0334 -0.0056
C -0.2415 -0.5239 -0.8227 0.0652 -0.1454 -0.1697
C -0.9869 0.7905 -1.0091 -0.1573 0.0803 -0.0324
C 1.6170 0.2509 0.8532 -0.0544 0.0310 0.0047
C 0.3991 -0.5928 0.5489 0.2477 -0.0271 -0.0261
H 1.4738 1.2760 0.4996 0.0200 -0.1157 0.0701
H -0.7964 1.7029 -0.4592 0.6769 0.0891 -0.3091
H -0.1036 -1.2125 -1.6481 0.1797 0.2243 0.0682
H 1.8216 0.2725 1.9287 -0.0625 -0.0040 -0.1440
H 2.4942 -0.1730 0.3482 -0.1668 0.0516 0.0802
H 0.5664 -1.6368 0.8504 -0.0651 0.1635 -0.0216
H -1.3716 0.9092 -2.0189 -0.2502 -0.0643 0.3008
H -2.5131 -0.6828 -0.1207 0.1472 -0.1613 0.0236
```
Positions in Å, forces in eV/Å.

Summary:
energy above the lowest of the compared OMol25 structures with the same formula, charge and spin	2.345	eV
Kohn-Sham gap	10.460	eV
SMILES string	C[C@H]1O[C@H]2C[C@H]21

=====

A single C5H8O molecule. Source: the Open Molecules 2025 dataset; level of theory: the ωB97M-V functional and the def2-TZVPD basis.

```
14
Properties=species:S:1:pos:R:3:forces:R:3
O -1.6165 0.1532 -0.0201 -0.1011 0.0689 -0.1028
C -0.7754 0.9794 0.7713 0.1725 0.1959 0.1393
C -0.9381 -1.0067 -0.4826 0.1240 -0.2461 -0.1292
C 1.2141 0.3355 -0.7259 0.0942 0.0968 -0.1528
C 0.6316 0.4317 0.6535 -0.0336 0.0538 0.1618
C 0.5262 -0.8523 -0.1194 -0.0594 -0.1372 0.0142
H 1.0954 -1.7327 0.1652 -0.0987 0.1654 -0.0838
H -1.0965 -1.0593 -1.5676 0.0433 -0.0814 0.1240
H 0.7029 0.8469 -1.5406 0.0388 -0.0559 0.1605
H 2.2971 0.3168 -0.8129 -0.1917 -0.0326 0.0272
H -1.1040 0.9784 1.8205 0.0293 -0.0747 -0.1499
H -0.8700 2.0025 0.3853 0.0502 -0.0983 0.1012
H -1.3659 -1.9128 -0.0326 0.0588 0.1561 0.0380
H 1.2992 0.5195 1.5058 -0.1265 -0.0108 -0.1477
```
Positions in Å, forces in eV/Å.

Summary:
energy above the lowest of the compared OMol25 structures with the same formula, charge and spin	1.345	eV
Kohn-Sham gap	10.604	eV
SMILES string	C1OC[C@H]2C[C@@H]12